Entry from the OMol25 dataset: a structure of composition C47H38HgN10Se (ωB97M-V/def2-TZVPD).

```
97
Properties=species:S:1:pos:R:3
Hg -1.254 0.432 0.017
Se -2.730 2.370 -1.152
N -0.195 3.699 -1.305
N -2.203 -0.800 1.638
N -3.100 -2.604 0.269
N -0.569 2.450 -3.058
N -0.004 1.038 1.795
N -1.589 0.583 3.547
N -1.275 -1.618 -0.946
N 0.817 0.363 -0.870
N 0.356 -1.224 -2.674
N 1.913 1.934 0.645
C 2.054 3.719 3.210
C -1.868 5.391 2.418
C -1.324 -3.422 -4.138
C -3.385 -4.231 -2.381
C 1.858 4.340 4.438
C 1.636 2.865 -4.234
C 2.419 0.127 -2.439
C 0.829 3.936 5.292
C -1.467 -2.842 -2.888
C -0.580 1.224 3.006
C -4.916 -3.348 4.327
C -3.250 -4.808 -3.638
C -1.025 6.219 1.450
C -0.029 2.903 4.937
C 4.948 1.265 -2.644
C 0.159 2.298 3.706
C 2.113 4.511 -1.959
C -2.261 -0.425 2.940
C -4.477 -2.416 5.285
C -0.971 5.641 0.037
C -1.082 2.871 -1.887
C 1.847 1.156 -0.487
C -2.231 -4.408 -4.505
C -3.163 -1.325 3.625
C -0.694 -1.798 -2.181
C -3.598 -1.406 4.947
C -2.484 -3.245 -2.021
C 1.091 1.857 1.642
C 0.927 3.809 -2.116
C -2.957 -1.904 1.419
C -1.156 1.473 -3.968
C 3.230 -0.205 -3.537
C -3.603 -2.258 2.666
C -1.690 2.121 -5.238
C 2.819 3.563 -4.081
C 1.190 2.696 2.855
C 2.886 1.042 -1.456
C 0.691 3.012 -3.228
C -4.482 -3.281 3.017
C 3.051 4.375 -2.965
C -2.825 3.107 -4.989
C 1.122 -0.288 -2.020
C -3.330 3.739 -6.279
C 4.474 0.371 -3.636
C -0.314 4.272 0.029
C -2.329 -2.446 -0.784
C 4.170 1.599 -1.561
H -4.808 -3.997 2.274
H -0.832 2.580 5.587
H -2.148 -4.879 -5.477
H 5.116 0.127 -4.475
H -1.990 5.915 3.367
H 2.308 5.106 -1.078
H 0.693 4.315 0.444
H -3.641 2.593 -4.474
H -1.426 7.234 1.395
H 4.002 4.884 -2.873
H 1.474 2.205 -5.074
H -3.707 2.979 -6.966
H 2.875 -0.909 -4.281
H -0.409 6.316 -0.617
H -1.953 0.969 -3.422
H -2.860 5.198 2.004
H -0.525 -3.111 -4.798
H -2.034 1.318 -5.896
H -1.981 5.555 -0.374
H -4.835 -2.499 6.304
H -0.874 2.629 -5.763
H -1.406 4.428 2.643
H -0.006 6.307 1.840
H -5.604 -4.130 4.626
H 5.942 1.685 -2.744
H -3.941 -5.582 -3.952
H -0.885 3.565 0.629
H -0.387 0.729 -4.180
H 2.512 5.148 4.742
H -4.137 4.447 -6.086
H -3.249 -0.690 5.681
H -2.528 4.278 -6.790
H 3.597 3.452 -4.825
H -4.165 -4.535 -1.695
H 2.855 4.016 2.544
H -2.483 3.890 -4.306
H 0.703 4.437 6.244
H 4.531 2.276 -0.797
```

DFT total energy: -133783.6535 eV
Spin multiplicity: 2
E_HOMO (alpha / beta): -0.100 / -0.119 Eh
Expectation value of S²: 0.81
Net charge: -1
Energy relative to the best compared isomer or geometry (same formula, charge and spin): 0.000 eV
Gap between HOMO and LUMO (alpha / beta): 0.1765 / 0.1790 Eh